No. 1
The following is a quantum chemistry calculation of C4H6NiO2 as an isolated structure in a non-equilibrium geometry, from the OMol25 dataset.

Cartesian coordinates (Å):
O: 2.358099 -1.098730 1.059366
C: -1.393362 -1.397532 0.285774
Ni: 0.534694 -1.249871 0.857884
O: -1.584793 -0.589025 -0.710955
C: -2.906512 -0.408595 -1.260142
H: -2.984782 -1.037102 -2.153773
H: -3.648900 -0.694655 -0.504097
H: -3.012184 0.646804 -1.538270
C: 3.148851 -0.100289 1.105864
C: 2.476413 1.213368 0.782671
H: 1.372487 1.229240 0.917914
H: 2.924862 1.997261 1.414812
H: 2.715125 1.489126 -0.257047

Cartesian forces (eV/Å) of the 2 atoms listed first:
0.132 0.381 0.038
1.316 1.796 -1.410

**Calculated total energy**: -49376.144 eV
**LUMO level (spin up / spin down)**: -0.0283 / -0.0490 Ha
**Kohn-Sham gap (spin up / spin down)**: 5.7 / 5.1 eV
**⟨S²⟩**: 2.010
**Energy above the lowest of the compared OMol25 structures with the same formula, charge and spin**: 69.11 kcal/mol
**Multiplicity**: 3
**Max |F|**: 0.0513 Eh/bohr



No. 2
The following is a quantum chemistry calculation of an isolated ion of composition C5H12NOS and charge -1 in a non-equilibrium geometry, from the OMol25 dataset.

Cartesian coordinates (Å):
O: 1.347424 -1.041387 -3.665293
C: 0.441087 -0.180656 -3.269216
N: 0.665089 0.210153 -1.752349
C: 0.323124 -0.780275 -0.789880
C: -0.734263 -0.285451 0.262850
C: -0.313227 0.819798 1.150077
C: 0.099681 0.472764 2.591219
S: -1.131851 0.681336 4.011580
H: -0.615695 -0.395517 -3.261385
H: 0.660899 0.759738 -3.883975
H: 1.663520 0.496800 -1.743877
H: 1.104877 -1.118083 -0.172425
H: -0.098443 -1.668213 -1.346762
H: -0.984068 -1.106284 1.004497
H: -1.583499 0.073258 -0.399976
H: -1.027708 1.503608 1.039812
H: 0.529046 1.406839 0.668494
H: 0.949536 1.220211 2.867456
H: 0.418846 -0.528302 2.752941
H: -1.714377 -0.540338 3.936212

Cartesian forces (eV/Å) of the 2 atoms listed first:
-0.458 -1.233 -0.156
2.936 1.159 0.459

**Calculated total energy**: -19750.776 eV
**Structure (SMILES)**: [O-]CNCCCCS
**LUMO level**: 0.1001 Ha
**Kohn-Sham gap**: 5.3 eV
**Net charge**: -1
**Energy above the lowest of the compared OMol25 structures with the same formula, charge and spin**: 79.66 kcal/mol
**Max |F|**: 0.0859 Eh/bohr



No. 3
The following is a quantum chemistry calculation of a 17-piece molecular cluster, C39H59F3N18O3 overall in a non-equilibrium geometry, from the OMol25 dataset.

Cartesian coordinates (Å):
C: 3.234176 2.698834 0.478892
C: 1.786493 2.764390 0.081768
N: 1.444181 3.349727 -0.988468
C: 0.803433 2.062130 0.992451
N: -0.512001 2.734424 1.065674
C: -1.581766 1.758590 1.302801
C: -2.962554 2.225575 0.797275
O: -2.912399 3.524315 0.283581
C: -4.049133 2.014214 1.841626
F: -4.353506 0.673591 1.884405
F: -3.739331 2.366578 3.108787
F: -5.202811 2.643473 1.497583
C: -0.518138 3.746540 2.015619
O: -1.517650 4.115191 2.612637
O: 0.687958 4.370018 2.226606
H: 3.592516 3.697801 0.688894
H: 3.816975 2.260311 -0.315380
H: 3.348252 2.047669 1.340300
H: 0.426001 3.281263 -1.079073
H: 0.681151 1.051154 0.618507
H: 1.216999 1.939779 1.991111
H: -1.612074 1.528303 2.367620
H: -1.366383 0.825252 0.807757
H: -3.232536 1.560898 -0.025404
H: -3.789702 3.908566 0.243238
H: 1.085142 3.899711 2.978503
C: -3.996912 -0.560820 5.307305
C: -2.640067 -0.299489 4.836995
N: -1.575061 -0.100334 4.459000
H: -4.367252 0.299295 5.862910
H: -4.648038 -0.748405 4.455055
H: -4.000779 -1.433797 5.956521
C: 1.573775 -1.974199 -0.772937
C: 0.317923 -1.571952 -0.140969
N: -0.657537 -1.255986 0.376011
H: 1.558967 -1.726694 -1.827721
H: 2.403322 -1.454571 -0.296512
H: 1.710260 -3.042743 -0.654407
C: -3.047925 -3.032964 2.454284
C: -4.450885 -3.309621 2.739680
N: -5.555544 -3.528637 2.964583
H: -2.671018 -2.275731 3.139013
H: -2.470455 -3.946852 2.576312
H: -2.935342 -2.666103 1.435362
C: 3.430979 -5.509175 -2.432987
C: 3.316791 -4.104649 -2.801839
N: 3.222552 -2.985588 -3.035010
H: 3.531855 -5.590919 -1.356936
H: 2.527417 -6.030860 -2.742611
H: 4.288873 -5.975111 -2.916764
C: -6.181364 -5.721720 2.908062
C: -4.738464 -5.619298 2.730178
N: -3.603904 -5.539589 2.580906
H: -6.567205 -4.779704 3.291205
H: -6.652563 -5.934229 1.951282
H: -6.409476 -6.522104 3.608984
C: -3.922092 4.420050 -3.368917
C: -3.564995 3.044430 -3.046149
N: -3.288585 1.972735 -2.739860
H: -4.831159 4.696286 -2.822046
H: -3.112672 5.085681 -3.074763
H: -4.091515 4.520712 -4.432684
C: -0.541066 -5.132154 0.757844
C: 0.885143 -5.008980 0.491211
N: 2.000920 -4.916007 0.238487
H: -0.914172 -4.200689 1.175330
H: -1.064261 -5.341293 -0.172969
H: -0.730229 -5.937902 1.463027
C: -6.125440 7.060890 -5.792996
C: -4.730036 6.643665 -5.874988
N: -3.636210 6.303792 -5.940199
H: -6.384468 7.269818 -4.756736
H: -6.276850 7.957180 -6.390555
H: -6.768126 6.267306 -6.167875
C: 7.829891 -5.765597 -3.086905
C: 7.120509 -6.913379 -3.647344
N: 6.537727 -7.803466 -4.076638
H: 8.130974 -5.981914 -2.068866
H: 8.712107 -5.553887 -3.688007
H: 7.181332 -4.893411 -3.084165
C: 6.335360 1.500556 -2.635838
C: 6.334372 1.675431 -1.187378
N: 6.333574 1.817672 -0.048448
H: 6.718992 2.397544 -3.109884
H: 6.965565 0.653281 -2.900728
H: 5.323077 1.322650 -2.991989
C: -1.005662 4.700429 5.896568
C: 0.245511 4.140748 5.409232
N: 1.228942 3.692150 5.025691
H: -1.621635 3.908261 6.316679
H: -0.802763 5.445615 6.663078
H: -1.533843 5.163197 5.064978
C: 11.207759 -3.818908 -0.982303
C: 9.748872 -3.832471 -0.941028
N: 8.602188 -3.842417 -0.902312
H: 11.547823 -3.849715 -2.015280
H: 11.579109 -2.911897 -0.510671
H: 11.598345 -4.683850 -0.450689
C: 6.555895 6.183413 -2.898644
C: 5.851210 5.078521 -3.539952
N: 5.285985 4.216092 -4.042635
H: 7.054192 5.828210 -1.998861
H: 7.296583 6.593616 -3.581634
H: 5.846191 6.962334 -2.629191
C: -7.271445 1.451729 4.203023
C: -7.425125 1.734011 5.626091
N: -7.546000 1.952543 6.745753
H: -6.779622 2.286023 3.707653
H: -6.667960 0.557490 4.067527
H: -8.246609 1.289959 3.748872
C: -6.539623 5.850296 0.955950
C: -6.388350 5.710771 -0.488479
N: -6.269219 5.592000 -1.623426
H: -5.779629 6.527234 1.340725
H: -7.525282 6.249635 1.184380
H: -6.426832 4.877879 1.431771
C: 4.197533 -10.006522 -5.276170
C: 2.756849 -10.146784 -5.085572
N: 1.624170 -10.252549 -4.936147
H: 4.590337 -9.243706 -4.609052
H: 4.691182 -10.952284 -5.063384
H: 4.407087 -9.717839 -6.303723

Cartesian forces (eV/Å) of the 2 atoms listed first:
-0.575 -0.470 0.017
0.114 0.284 -0.316

**Calculated total energy**: -82510.418 eV
**LUMO level**: 0.0109 Ha
**Kohn-Sham gap**: 9.4 eV
**Max |F|**: 0.0965 Eh/bohr



No. 4
The following is a quantum chemistry calculation of C18H37O2P3Ti as an isolated structure in a non-equilibrium geometry, from the OMol25 dataset.

Cartesian coordinates (Å):
Ti: -1.808423 1.334300 0.225692
P: 2.854863 -1.643154 1.525348
P: 0.120574 2.872536 0.329500
P: -2.699399 -1.018128 0.360461
H: -2.127211 3.355885 -1.853143
C: -2.450612 2.392767 -1.515105
C: -3.450036 2.094273 -0.561849
H: -3.573491 2.529857 0.422934
C: 4.135416 -2.769457 1.997299
C: 3.296564 0.052664 1.918954
C: 1.249804 -2.026671 2.261597
C: -0.208971 4.477563 -0.558124
C: 0.566696 3.511145 1.993590
C: 1.812705 2.490274 -0.305532
C: -4.003893 -1.493245 -0.855478
C: -3.530799 -1.352374 1.964392
C: -1.599602 -2.506456 0.263754
H: -2.400122 1.640903 -2.297894
H: -4.255128 1.469838 -0.871409
H: 4.358452 -2.579224 3.055487
H: 5.091764 -2.688230 1.492175
H: 3.838488 -3.815719 1.960870
H: 3.825865 0.051316 2.868622
H: 2.375996 0.657994 1.988931
H: 3.939018 0.464530 1.124922
H: 0.794684 -2.953340 1.879083
H: 0.549184 -1.193276 2.074268
H: 1.455273 -2.120263 3.336445
H: 0.320687 5.298694 -0.048369
H: -1.267129 4.767804 -0.622355
H: 0.159142 4.410476 -1.591552
H: 1.610759 3.309080 2.236634
H: -0.054330 3.041259 2.769887
H: 0.388745 4.593717 2.032105
H: 2.608873 2.908022 0.331754
H: 1.912035 2.912723 -1.314890
H: 1.966361 1.408967 -0.388181
H: -4.685883 -2.276100 -0.488920
H: -3.516378 -1.844161 -1.776002
H: -4.596781 -0.604531 -1.093543
H: -4.494667 -1.849987 1.795627
H: -3.703457 -0.421841 2.513813
H: -2.899595 -2.004607 2.583076
H: -1.993451 -3.252011 -0.449323
H: -1.548603 -2.992168 1.247602
H: -0.587451 -2.210497 -0.048541
C: 1.285753 -0.940281 -1.944697
C: 2.447376 -1.059275 -2.765186
C: 2.273482 -1.924387 -3.828402
C: 0.970254 -2.111667 -4.330982
C: -0.162590 -1.513463 -3.728996
C: -0.058709 -0.900596 -2.486877
O: 1.530565 -1.060474 -0.650683
H: 2.390311 -1.394129 0.106838
H: 3.331493 -1.029009 -2.123621
H: 3.156104 -2.410467 -4.258978
H: 0.843875 -2.708850 -5.227793
H: -1.089054 -1.679482 -4.285119
H: -0.998305 -0.512930 -2.000015
O: -1.763295 1.345144 3.382177
C: -1.933803 1.468697 2.227725

Cartesian forces (eV/Å) of the 2 atoms listed first:
0.140 -1.676 -2.961
-0.024 0.023 -1.269

**Calculated total energy**: -74310.576 eV
**LUMO level (spin up / spin down)**: -0.4224 / -0.4224 Ha
**Kohn-Sham gap (spin up / spin down)**: 6.1 / 6.1 eV
**Net charge**: +3
**⟨S²⟩**: 0.780
**Energy above the lowest of the compared OMol25 structures with the same formula, charge and spin**: 105.38 kcal/mol
**Multiplicity**: 2
**Max |F|**: 0.1828 Eh/bohr



No. 5
The following is a quantum chemistry calculation of an isolated ion of composition C5H11NO2P and charge -1, from the OMol25 dataset.

Cartesian coordinates (Å):
C: 2.546507 -0.878508 0.596320
C: 1.895322 0.160789 -0.321390
P: 0.357895 0.817720 0.479907
C: 0.035093 2.251241 -0.666960
N: -0.708831 -0.398370 -0.015809
C: -1.955940 -0.537002 0.761361
C: -2.867907 -1.559650 0.035976
O: -2.670766 -2.757074 0.309520
O: -3.709322 -1.044161 -0.747355
H: 3.177030 -0.411562 1.350660
H: 1.775604 -1.469114 1.090134
H: 3.154039 -1.575473 0.017144
H: 2.571174 0.977037 -0.569306
H: 1.580946 -0.342626 -1.238330
H: -0.230198 3.139054 -0.095317
H: -0.784915 2.023636 -1.346939
H: 0.923763 2.489646 -1.251472
H: -0.913220 -0.399466 -1.009330
H: -2.483187 0.414304 0.866236
H: -1.693090 -0.900421 1.754951

Cartesian forces (eV/Å) of the 2 atoms listed first:
0.019 -0.019 -0.312
-0.283 -0.301 0.277

**Calculated total energy**: -20238.918 eV
**Structure (SMILES)**: CCP(C)NCC(=O)[O-]
**LUMO level**: 0.1314 Ha
**Kohn-Sham gap**: 7.7 eV
**Net charge**: -1
**Energy above the lowest of the compared OMol25 structures with the same formula, charge and spin**: 8.64 kcal/mol
**Max |F|**: 0.0116 Eh/bohr



No. 6
The following is a quantum chemistry calculation of a single CH3NO2 molecule in a non-equilibrium geometry, from the OMol25 dataset.

Cartesian coordinates (Å):
C: 0.034154 -0.110709 0.281735
N: -1.258491 0.064699 -0.225894
O: -3.710199 -0.121596 -0.328335
O: -2.442029 0.174307 0.382065
H: 0.294112 -0.151632 1.323520
H: 0.818415 -0.076069 -0.557361
H: -1.320316 -0.029838 -1.226236

Cartesian forces (eV/Å) of the 2 atoms listed first:
-3.229 0.907 -3.265
2.421 -1.173 1.466

**Calculated total energy**: -6663.265 eV
**LUMO level (spin up / spin down)**: -0.0354 / -0.0309 Ha
**Kohn-Sham gap (spin up / spin down)**: 7.2 / 7.6 eV
**Energy above the lowest of the compared OMol25 structures with the same formula, charge and spin**: 193.68 kcal/mol
**Max |F|**: 0.0910 Eh/bohr